This record from the OMol25 dataset describes the molecule C4H7NO2 in a non-equilibrium geometry. The level of theory is wB97M-V/def2-TZVPD.

ORCA input file:
```
! wB97M-V def2-TZVPD RIJCOSX def2/J DEFGRID3
* xyz 0 1
C 1.3290 -0.9470 0.3104
C 0.3983 -0.0161 -0.3872
N -0.4797 -0.3253 -1.2610
O -0.5327 -1.6721 -1.5670
C 0.0309 1.3678 0.0728
C -1.0885 1.1368 0.9654
O 0.0418 1.8898 1.3927
H 2.1952 -1.1125 -0.3358
H 1.6692 -0.5326 1.2638
H 0.8452 -1.9150 0.4731
H -1.2056 -1.6679 -2.2590
H -0.0562 2.1342 -0.6936
H -2.0297 1.4978 0.5714
H -1.1172 0.1619 1.4542
*
```

maximum force: 1.3 eV/A
energy above the lowest of the compared OMol25 structures with the same formula, charge and spin: 454.43 kJ/mol
calculated total energy: -9842.5699 eV
highest occupied orbital energy: -9.1145 eV
gap between HOMO and LUMO: 0.369 Eh